# 1
DFT (ωB97M-V/def2-TZVPD) results for C23H52HfO3P4S as an isolated structure in a non-equilibrium geometry.

XYZ file:
```
84
Properties=species:S:1:pos:R:3:forces:R:3:lowdin_charge:R:1
Hf 0.51127 -0.72369 -1.88182 -0.4 -1.6 0.2 1.10
P 0.84081 0.26010 0.86370 -0.1 0.5 1.8 0.73
P 3.16839 -1.02363 -1.44905 2.3 -1.2 0.1 0.75
P -4.38845 -1.07785 1.65273 -0.7 -0.1 0.2 0.89
H -1.71866 -4.53059 -2.24959 0.1 0.5 0.0 0.10
C -2.06658 -3.49011 -2.31117 -1.1 -0.7 -1.0 -0.12
C -1.75598 -2.70658 -3.35627 -0.5 -0.3 0.3 -0.11
H -1.06989 -3.06750 -4.12899 -0.3 0.1 0.1 0.08
C 0.78430 -1.12880 2.06524 0.0 -0.7 -0.4 -0.23
C 2.31149 1.13596 1.51382 0.3 0.2 -0.6 -0.24
C -0.45438 1.30787 1.61686 -0.4 0.3 -0.2 -0.25
C 4.00158 -1.87309 -2.84477 -0.7 0.0 -0.7 -0.23
C 4.48198 0.23834 -1.19814 -0.3 0.7 0.1 -0.22
C 3.58877 -2.25440 -0.15510 -0.5 0.1 0.3 -0.22
C -6.06259 -1.68509 1.35743 0.1 -0.2 -0.1 -0.17
C -4.24563 0.52806 0.88173 0.2 0.3 -0.2 -0.23
C -4.21375 -0.87196 3.43720 0.2 -0.1 0.1 -0.18
H -2.81519 -3.22194 -1.53620 0.5 -0.2 -0.9 0.05
H -2.30088 -1.76806 -3.53403 0.4 -0.3 0.1 0.07
H 1.26778 -0.84983 3.01575 -0.1 0.1 -0.5 0.10
H 1.26448 -2.01981 1.63958 0.0 0.2 0.4 0.04
H -0.26522 -1.38206 2.25168 0.3 0.1 0.0 0.03
H 2.02809 1.64306 2.44653 0.2 -0.2 -0.3 0.07
H 2.64580 1.87617 0.78044 0.2 0.0 0.3 0.04
H 3.12637 0.43137 1.71683 -0.1 0.2 -0.1 0.05
H -0.05995 1.78085 2.52722 -0.1 -0.2 -0.3 0.08
H -1.32841 0.70337 1.87708 0.2 0.1 -0.1 0.02
H -0.76487 2.08828 0.92033 0.0 -0.1 0.5 0.01
H 5.08540 -1.75381 -2.71505 -0.4 -0.1 -0.1 0.07
H 3.68902 -1.40798 -3.78702 0.3 -0.2 0.0 0.05
H 3.75702 -2.94113 -2.87531 0.0 0.2 0.0 0.06
H 5.46252 -0.24154 -1.34970 -0.5 0.0 0.2 0.08
H 4.45004 0.68540 -0.20213 0.0 0.0 -0.2 0.03
H 4.39048 1.03063 -1.94919 0.0 -0.1 0.1 0.06
H 4.61047 -2.60877 -0.31943 0.0 0.3 0.0 0.09
H 2.91728 -3.11367 -0.23970 0.3 0.3 0.1 0.01
H 3.48939 -1.83660 0.84957 0.1 -0.1 -0.1 0.04
H -6.69084 -1.45863 2.23371 0.3 -0.1 -0.3 0.08
H -6.04725 -2.76401 1.18597 -0.1 0.1 0.1 0.07
H -6.48660 -1.18591 0.48409 0.0 -0.1 0.0 0.07
H -5.12166 1.11414 1.18184 0.1 0.0 -0.1 0.09
H -4.20153 0.45417 -0.20938 -0.2 -0.1 0.1 0.06
H -3.34155 1.04046 1.21483 -0.1 0.0 0.1 0.03
H -5.21877 -0.93232 3.87353 0.3 0.0 0.0 0.08
H -3.81068 0.12005 3.65901 0.1 -0.2 0.0 0.07
H -3.57869 -1.64234 3.88937 -0.2 0.2 -0.1 0.07
C -0.54185 -2.84402 -0.19530 1.2 0.0 -0.1 -0.70
C -0.66820 -3.63936 0.95730 -0.2 0.4 -0.5 -0.10
C -0.04012 -4.87660 1.01728 0.0 0.1 0.4 0.01
C 0.94646 -5.20387 0.08199 0.0 0.2 -0.4 0.00
C 1.19650 -4.35729 -1.00381 0.0 0.6 0.0 -0.05
C 0.45482 -3.15727 -1.18537 -0.7 -1.0 0.9 -0.28
S -1.55002 -1.42269 -0.38599 1.1 1.7 -0.5 0.61
H -3.36605 -1.88718 1.05700 -0.9 0.3 0.6 -0.03
H -1.26046 -3.25907 1.80159 0.0 -0.5 -0.6 0.11
H -0.32001 -5.55749 1.83218 0.4 0.3 -0.3 0.15
H 1.51449 -6.12258 0.21385 -0.1 0.1 -0.2 0.14
H 1.97179 -4.58489 -1.73019 -0.2 -0.3 0.1 0.13
H 0.36654 -2.76549 -2.24669 0.0 -1.2 0.7 0.05
C -1.95797 4.70487 -0.12032 0.2 0.2 0.5 -0.04
C -1.98413 3.78942 -1.30419 -0.4 1.2 -0.5 -0.20
O -1.23491 2.56184 -0.99539 2.8 -3.0 -2.0 -0.35
P -0.04992 1.79793 -1.83624 -1.9 6.7 -0.3 1.10
O 0.70383 2.96341 -2.71753 -1.5 -4.0 2.0 -0.31
C 1.52595 4.05707 -2.13282 0.5 1.2 0.5 -0.22
C 1.53449 5.18637 -3.12384 -0.3 0.2 -0.2 -0.04
O 0.63346 -0.43426 -3.76958 0.1 0.0 1.8 -0.42
C 1.00489 0.13444 -5.02727 0.4 0.8 -1.1 -0.28
C -0.14731 0.88613 -5.67160 -0.3 -0.2 0.2 -0.05
H -2.47594 4.29759 0.74998 0.0 -0.1 -0.1 0.09
H -2.47028 5.63163 -0.38394 0.0 0.0 -0.1 0.12
H -0.94141 4.96398 0.18660 0.0 0.0 -0.1 0.09
H -3.00530 3.46363 -1.51436 0.2 -0.2 -0.1 0.14
H -1.56038 4.26064 -2.20014 0.0 -0.3 0.2 0.13
H 2.52091 3.64098 -1.94543 -0.2 -0.1 -0.2 0.12
H 1.08258 4.38108 -1.17389 0.0 -0.3 -0.4 0.12
H 0.52072 5.59294 -3.23828 0.3 0.0 0.0 0.10
H 2.17371 5.98829 -2.75029 0.0 0.0 0.1 0.11
H 1.92137 4.89688 -4.10343 -0.1 -0.1 0.2 0.10
H 1.84300 0.81933 -4.84669 -0.1 -0.1 0.1 0.12
H 1.38630 -0.64963 -5.69031 -0.2 -0.1 0.3 0.14
H -0.48894 1.69277 -5.01669 0.0 0.1 0.0 0.06
H 0.12609 1.34954 -6.62524 0.2 -0.2 0.2 0.11
H -0.99074 0.21698 -5.85858 0.1 0.0 0.0 0.09
```
Forces are in eV/Å.

Values from the calculation:
E_LUMO (alpha / beta) = -14.535 / -14.540 eV
Total charge = +4
Kohn-Sham gap (alpha / beta) = 4.7 / 4.7 eV
Spin multiplicity = 1

=====

# 2
DFT (ωB97M-V/def2-TZVPD) results for a 3-piece molecular cluster, C23H52N7O7P2S2 overall in a non-equilibrium geometry.

XYZ file:
```
93
Properties=species:S:1:pos:R:3:forces:R:3:lowdin_charge:R:1
C 2.26661 -3.41575 3.99276 -0.2 -0.9 -0.7 -0.08
C 0.90107 -3.02069 4.81097 0.5 -0.2 -0.2 -0.39
O 0.91966 -3.70386 6.14254 2.0 1.5 -1.0 -0.14
C 0.74303 -1.41592 5.11681 -2.0 -0.3 0.9 -0.19
S 0.43578 -0.46656 3.48724 1.9 -1.0 -3.6 0.66
O 1.81005 0.12802 3.09128 -3.7 -1.1 1.5 -0.45
O 0.01346 -1.55378 2.45686 0.7 3.1 3.4 -0.44
N -0.80191 0.70982 3.85425 1.5 -0.1 -2.4 -0.37
S -1.26797 1.64628 2.45601 -4.8 -2.7 -1.9 0.67
O -2.80038 1.96703 2.64030 5.1 -0.3 0.2 -0.45
O -1.12144 0.91901 1.09811 0.9 2.1 4.1 -0.44
C -0.39466 3.30032 2.34323 0.6 1.5 0.4 -0.25
C 1.07603 3.31949 3.08009 0.8 1.0 -0.7 -0.20
C 2.33249 3.26267 1.98509 2.8 0.1 -1.3 -0.12
C 3.77793 3.89004 2.53014 -0.5 -2.0 -5.2 -0.03
C 5.02389 3.88146 1.44967 -3.0 -1.1 -0.6 -0.10
C 4.90382 3.30744 -0.08121 -3.6 -0.3 2.6 -0.10
C 3.48193 2.65532 -0.57623 0.2 1.8 4.1 -0.07
C 2.20341 2.64211 0.47037 3.2 1.6 1.2 -0.01
H 2.55400 -2.64487 3.14289 -0.7 -1.5 2.0 0.09
H 2.06443 -4.45239 3.43977 0.5 2.3 1.2 0.08
H 3.19954 -3.61471 4.70890 -2.0 0.7 -1.3 0.09
H -0.04330 -3.47077 4.25106 2.1 1.4 1.2 0.16
H 1.83827 -3.46147 6.49995 -2.0 -0.6 -0.6 0.10
H 1.59982 -0.94762 5.76198 -1.4 -0.9 -1.6 0.12
H -0.27118 -1.29092 5.73253 2.2 -0.3 -1.3 0.12
H -0.35172 3.57642 1.18535 0.0 -0.8 2.6 0.10
H -1.07332 4.13452 2.86144 1.3 -2.2 -1.1 0.12
H 1.18102 4.37811 3.61541 -0.2 -2.2 -1.2 0.11
H 1.19851 2.52041 3.93611 -0.4 1.3 -2.1 0.10
H 3.89114 4.31369 3.61553 -0.2 -0.9 -2.4 0.08
H 6.05124 4.32319 1.81682 -2.2 -1.0 -0.9 0.07
H 5.82406 3.36168 -0.80671 -2.0 -0.1 1.7 0.07
H 3.31205 2.22010 -1.65775 0.5 1.0 2.5 0.08
H 1.16126 2.20194 0.12027 2.4 0.9 0.9 0.09
O 2.60044 -5.13846 1.06668 0.0 4.2 0.8 -0.29
P 2.50022 -4.51904 -0.34888 -0.5 -7.9 -1.3 0.79
N 1.01789 -5.30755 -0.66444 -1.8 -0.7 0.2 -0.32
C 0.55531 -5.88146 -1.91934 0.2 0.4 -0.2 -0.14
C -0.12214 -4.66140 -0.00761 0.2 0.0 0.7 -0.13
N 3.83368 -5.46099 -0.89966 1.9 -0.9 -0.8 -0.35
C 3.68373 -6.89690 -1.12785 -0.3 0.0 0.0 -0.13
C 5.04836 -5.25706 -0.09388 -0.1 0.3 -0.1 -0.15
N 2.38500 -3.80697 -1.97617 0.6 3.4 0.2 -0.30
C 3.14100 -4.23746 -3.15112 0.6 -0.5 0.2 -0.13
C 2.50480 -2.34796 -1.86307 -0.5 0.5 -0.1 -0.15
H 0.22519 -5.11711 -2.62920 -0.1 0.1 -0.2 0.08
H -0.29641 -6.55210 -1.74350 0.1 0.2 0.3 0.08
H 1.30349 -6.50263 -2.40437 0.2 0.1 0.0 0.04
H -0.42216 -3.75695 -0.54739 -0.2 0.0 0.0 0.08
H 0.12539 -4.37170 1.01892 0.1 0.0 -0.2 0.07
H -0.98342 -5.33506 0.06049 0.2 0.0 -0.2 0.08
H 3.15092 -7.39280 -0.31128 0.0 -0.1 0.0 0.09
H 4.65691 -7.39082 -1.24803 0.0 0.4 0.2 0.08
H 3.16773 -7.09414 -2.06560 -0.2 0.0 0.0 0.05
H 5.02493 -5.83530 0.83644 0.0 0.1 0.0 0.08
H 5.16926 -4.20062 0.16710 0.0 -0.1 0.1 0.07
H 5.94167 -5.55047 -0.65873 -0.2 0.0 -0.1 0.07
H 4.21896 -4.08027 -3.03800 0.0 -0.1 -0.1 0.08
H 2.81935 -3.67813 -4.03694 -0.3 0.3 0.3 0.09
H 2.95468 -5.28542 -3.39752 0.1 0.1 0.3 0.06
H 3.53052 -2.05528 -1.61259 0.0 0.2 -0.1 0.08
H 1.84235 -1.97571 -1.07409 0.1 0.0 0.1 0.09
H 2.20545 -1.84640 -2.78799 0.1 -0.1 0.0 0.08
O -2.29776 4.80860 -2.60523 0.3 -1.4 -4.2 -0.29
P -3.63232 4.03408 -2.73401 -0.1 3.1 7.8 0.76
N -4.55735 5.45301 -2.51141 -0.7 2.1 -0.4 -0.33
C -5.81311 5.60262 -1.79112 -0.1 -0.4 -0.1 -0.14
C -4.61561 6.28948 -3.71372 0.7 0.0 0.1 -0.15
N -3.35769 3.23080 -1.23465 0.1 -0.9 1.0 -0.33
C -3.48624 3.95410 0.02896 0.0 0.2 0.1 -0.11
C -2.08275 2.49595 -1.20571 -0.3 -0.6 -0.2 -0.14
N -5.16650 3.14370 -2.88205 0.1 -2.0 -3.1 -0.31
C -5.76681 2.30105 -1.84914 0.5 -0.3 0.6 -0.13
C -5.15459 2.38786 -4.14079 -0.4 0.1 -0.3 -0.16
H -6.66534 5.21369 -2.35640 -0.2 -0.1 0.0 0.07
H -6.01428 6.66280 -1.58703 0.3 -0.1 -0.2 0.08
H -5.80195 5.12799 -0.81363 0.1 -0.2 -0.1 0.05
H -5.31989 5.87563 -4.44317 -0.3 0.1 -0.2 0.07
H -3.63502 6.35658 -4.19632 -0.1 -0.1 0.2 0.07
H -4.91431 7.31650 -3.47656 -0.1 -0.2 0.1 0.08
H -2.99372 4.93039 -0.00049 0.0 0.2 0.0 0.09
H -3.06145 3.38428 0.86582 0.0 -0.1 -0.4 0.05
H -4.53158 4.08712 0.30118 -0.1 0.1 0.0 0.05
H -1.23268 3.15773 -1.00617 0.0 0.0 -0.1 0.07
H -1.90248 1.99189 -2.16081 0.0 0.1 -0.1 0.07
H -2.10162 1.71784 -0.43282 -0.2 0.4 -0.3 0.05
H -5.15338 1.42520 -1.61235 -0.1 0.1 0.1 0.09
H -6.74662 1.93598 -2.17731 0.1 0.2 -0.5 0.08
H -5.96756 2.85792 -0.93085 0.4 0.0 -0.1 0.07
H -4.46161 1.54099 -4.08509 -0.1 -0.2 -0.2 0.08
H -4.83603 3.03463 -4.96548 0.1 0.0 0.0 0.07
H -6.15147 2.01800 -4.39790 0.0 0.0 0.1 0.07
```
Forces are in eV/Å.

Values from the calculation:
E_LUMO = 0.793 eV
Total charge = -1
Kohn-Sham gap = 6.4 eV
Spin multiplicity = 1

=====

Sequential energy above the lowest of the compared OMol25 structures with the same formula, charge and spin output: 0.0 164.6 kcal per mole